(1)
This record from OMol25 describes CH4NOP in the gas phase in a non-equilibrium geometry. The level of theory is the ωB97M-V functional and the def2-TZVPD basis.

Computed properties:
Molar mass in g mol⁻¹: 77.0
SMILES: O=CNP
Kohn-Sham gap in eV: 10.9
Electronic energy in eV: -13927.209
Energy relative to the best compared isomer or geometry (same formula, charge and spin) in kcal/mol: 30.5

```
! RIJCOSX wB97M-V def2-TZVPD def2/J DEFGRID3
* xyz 0 1
O -1.350 1.002 0.078
C -1.060 -0.159 0.016
N 0.203 -0.658 -0.021
P 1.649 0.360 0.096
H -1.909 -0.988 -0.017
H 0.184 -1.794 0.337
H 1.359 0.821 -1.154
H 0.924 1.417 0.665
*
```

(2)
This record from OMol25 describes C70H90BCaGeN3O4P3Si as an isolated structure in a non-equilibrium geometry. The level of theory is the ωB97M-V functional and the def2-TZVPD basis.

Computed properties:
Molar mass in g mol⁻¹: 1282.0
Kohn-Sham gap in eV: 6.3
Electronic energy in eV: -198091.759
Energy relative to the best compared isomer or geometry (same formula, charge and spin) in kcal/mol: 38.6

```
! RIJCOSX wB97M-V def2-TZVPD def2/J DEFGRID3
* xyz -1 1
Ca -0.427 1.004 -0.148
C -3.107 1.663 4.724
C -2.037 2.702 4.400
C -2.607 4.101 4.599
P -1.240 2.343 2.729
C -0.145 3.853 2.612
C 0.704 3.782 1.337
C 0.782 3.937 3.828
C -2.674 2.700 1.596
C -3.091 4.030 1.414
C -4.234 4.349 0.705
C -4.984 3.327 0.138
C -4.552 2.017 0.248
C -3.403 1.634 0.973
Si -2.738 -0.254 0.949
C -3.860 -0.906 2.435
C -5.134 -0.343 2.650
C -6.020 -0.815 3.604
C -5.650 -1.874 4.423
C -4.383 -2.414 4.296
C -3.472 -1.957 3.327
P -1.756 -2.648 3.231
C -2.020 -4.499 3.095
C -2.517 -4.728 1.664
C -2.886 -5.271 4.086
C -1.058 -2.416 4.957
C -1.944 -2.335 6.200
C 0.072 -3.429 5.156
C -3.779 -0.992 -0.599
C -5.180 -1.173 -0.542
C -5.968 -1.419 -1.657
C -5.381 -1.489 -2.916
C -4.003 -1.427 -3.005
C -3.195 -1.223 -1.876
P -1.392 -1.599 -2.033
C -1.502 -3.426 -2.464
C -0.153 -4.060 -2.097
C -2.657 -4.188 -1.812
C -0.806 -0.899 -3.701
C -0.883 -1.769 -4.955
C -1.360 0.500 -3.980
H -3.481 1.802 5.745
H -2.725 0.644 4.634
H -3.952 1.756 4.039
H -1.219 2.557 5.115
H -3.426 4.291 3.904
H -1.856 4.888 4.477
H -3.009 4.178 5.615
H -0.751 4.754 2.574
H 1.230 2.819 1.268
H 1.466 4.566 1.340
H 0.101 3.908 0.436
H 1.393 3.033 3.913
H 0.237 4.068 4.768
H 1.455 4.792 3.711
H -2.512 4.843 1.831
H -4.534 5.385 0.594
H -5.890 3.555 -0.412
H -5.119 1.258 -0.278
H -5.433 0.517 2.061
H -6.997 -0.357 3.711
H -6.338 -2.265 5.165
H -4.097 -3.205 4.975
H -1.001 -4.891 3.155
H -3.517 -4.298 1.530
H -2.567 -5.796 1.419
H -1.851 -4.237 0.952
H -3.941 -5.016 3.972
H -2.592 -5.090 5.125
H -2.787 -6.347 3.896
H -0.586 -1.444 4.830
H -2.333 -3.317 6.491
H -2.788 -1.659 6.062
H -1.350 -1.955 7.042
H -0.326 -4.433 5.345
H 0.692 -3.146 6.016
H 0.722 -3.472 4.275
H -5.678 -1.117 0.415
H -7.041 -1.542 -1.545
H -5.984 -1.636 -3.805
H -3.535 -1.564 -3.974
H -1.631 -3.501 -3.540
H 0.029 -3.984 -1.020
H 0.681 -3.564 -2.611
H -0.134 -5.121 -2.373
H -2.678 -4.057 -0.731
H -2.540 -5.258 -2.024
H -3.624 -3.874 -2.201
H 0.257 -0.763 -3.491
H -1.909 -2.021 -5.236
H -0.315 -2.699 -4.856
H -0.444 -1.209 -5.786
H -2.449 0.509 -4.056
H -0.947 0.881 -4.920
H -1.084 1.196 -3.192
C 3.818 1.081 6.333
C 2.305 1.020 6.342
N 1.856 0.959 4.964
C 2.408 0.034 4.071
N 1.669 -0.411 3.128
C 2.255 -1.295 2.122
C 3.757 -1.091 1.987
C 4.382 -1.190 3.363
N 3.765 -0.217 4.254
C 4.345 -0.130 5.586
H 4.215 1.098 7.349
H 4.130 1.989 5.810
H 1.884 1.910 6.806
H 1.975 0.152 6.930
H 0.868 1.049 4.795
H 1.764 -1.083 1.175
H 2.046 -2.343 2.382
H 3.947 -0.098 1.567
H 4.201 -1.834 1.320
H 5.451 -0.969 3.324
H 4.268 -2.210 3.755
H 5.427 -0.069 5.474
H 4.132 -1.041 6.166
O 3.417 0.856 -1.588
C 2.544 0.067 -1.218
O 1.504 0.377 -0.505
C 2.732 -1.401 -1.602
C 3.063 -1.645 -3.090
Ge 4.201 -0.308 -3.976
C 5.952 -0.209 -3.121
C 6.741 -1.360 -3.044
C 7.943 -1.356 -2.343
C 8.376 -0.193 -1.715
C 7.603 0.962 -1.785
C 6.395 0.952 -2.477
C 4.586 -1.204 -5.715
C 5.575 -0.688 -6.563
C 5.833 -1.249 -7.809
C 5.101 -2.352 -8.240
C 4.114 -2.883 -7.418
C 3.861 -2.311 -6.171
C 3.458 1.403 -4.528
C 2.091 1.663 -4.385
C 1.564 2.912 -4.686
C 2.402 3.924 -5.146
C 3.761 3.677 -5.305
C 4.287 2.424 -4.993
H 1.850 -1.965 -1.294
H 3.583 -1.721 -0.990
H 2.143 -1.721 -3.680
H 3.591 -2.595 -3.202
H 6.411 -2.272 -3.539
H 8.541 -2.259 -2.284
H 9.310 -0.190 -1.163
H 7.935 1.868 -1.289
H 5.767 1.841 -2.492
H 6.159 0.172 -6.240
H 6.603 -0.828 -8.447
H 5.299 -2.794 -9.211
H 3.539 -3.742 -7.746
H 3.080 -2.740 -5.549
H 1.428 0.890 -4.002
H 0.507 3.106 -4.532
H 1.998 4.907 -5.361
H 4.418 4.466 -5.657
H 5.355 2.252 -5.100
O -1.078 4.141 -1.859
B -1.329 2.812 -1.365
O -2.623 2.472 -1.906
C -3.072 3.509 -2.676
C -4.228 3.604 -3.418
C -4.420 4.782 -4.151
C -3.477 5.804 -4.126
C -2.308 5.690 -3.362
C -2.135 4.527 -2.645
H -4.952 2.796 -3.429
H -5.315 4.896 -4.755
H -3.643 6.700 -4.714
H -1.563 6.479 -3.338
*
```

(3)
This record from OMol25 describes a 3-piece molecular cluster, C4H16N2O2 overall in a non-equilibrium geometry. The level of theory is the ωB97M-V functional and the def2-TZVPD basis.

Computed properties:
Molar mass in g mol⁻¹: 124.2
Kohn-Sham gap (alpha / beta) in eV: 9.7 / 4.7
Electronic energy in eV: -11473.040
Energy relative to the best compared isomer or geometry (same formula, charge and spin) in kcal/mol: 46.6

```
! RIJCOSX wB97M-V def2-TZVPD def2/J DEFGRID3
* xyz 1 2
C -1.378 -0.615 1.593
C -1.252 0.922 1.381
C -1.042 1.495 0.001
C 0.175 1.219 -2.101
N 0.295 1.265 -0.637
N -0.199 -1.333 1.366
H -1.816 -0.865 2.562
H -2.163 -0.968 0.898
H -0.612 1.346 2.144
H -2.234 1.239 1.720
H -1.899 1.256 -0.635
H -1.088 2.582 0.110
H -0.322 0.392 -2.609
H 1.211 1.215 -2.472
H -0.202 2.164 -2.502
H 0.546 0.313 -0.394
H 0.466 -0.948 0.686
H 0.232 -1.694 2.218
H 1.533 -1.859 -1.429
H 0.267 -2.466 -2.100
O 1.132 -2.069 -2.276
H 3.179 -0.733 0.167
H 2.546 -0.618 1.525
O 2.625 -1.238 0.785
*
```